Molecular formula: C43H55ClIN11O3Ti
Method: DFT, ωB97M-V/def2-TZVPD

Summary:
- gap between HOMO and LUMO (eV) = 7.05
- ΔE to the lowest compared entry with this formula, charge and spin (eV) = 0.249
- highest occupied orbital energy (hartree) = -0.463

ORCA input file:
```
! wB97M-V def2-TZVPD RIJCOSX def2/J DEFGRID3
* xyz 2 1
Ti 0.05 0.18 0.03
C -0.99 4.63 3.14
N -0.24 3.66 2.35
C 1.15 4.02 2.07
C -0.84 2.60 1.78
N -0.22 1.41 1.62
C 0.88 1.09 2.48
C 0.78 1.14 3.87
C 1.86 0.81 4.67
C 3.06 0.44 4.09
C 3.17 0.37 2.71
C 2.08 0.65 1.89
N 2.08 0.40 0.50
C 3.25 0.34 -0.17
N 4.10 1.38 -0.17
C 5.54 1.23 -0.32
C 3.64 2.73 0.13
N 3.58 -0.77 -0.83
C 3.17 -2.09 -0.35
C 4.32 -0.77 -2.09
N -2.10 2.77 1.33
C -3.14 1.76 1.48
C -2.53 4.05 0.77
H -0.42 4.86 4.04
H -1.94 4.21 3.45
H -1.17 5.57 2.60
H 1.47 4.77 2.79
H 1.23 4.45 1.06
H 1.82 3.17 2.15
H -0.15 1.46 4.32
H 1.76 0.85 5.75
H 3.91 0.19 4.71
H 4.11 0.05 2.27
H 5.83 0.19 -0.24
H 6.03 1.79 0.48
H 5.89 1.63 -1.28
H 2.57 2.79 -0.02
H 4.14 3.42 -0.55
H 3.90 3.01 1.15
H 2.79 -2.01 0.66
H 4.05 -2.74 -0.34
H 2.41 -2.53 -0.98
H 4.41 0.24 -2.48
H 3.76 -1.38 -2.81
H 5.31 -1.21 -1.99
H -2.72 0.77 1.49
H -3.84 1.86 0.65
H -3.69 1.92 2.41
H -1.67 4.67 0.53
H -3.21 4.59 1.43
H -3.06 3.85 -0.16
C 0.26 1.95 -1.03
C 0.27 3.05 -1.56
C 0.26 4.35 -2.16
C -0.73 4.69 -3.09
C -0.73 5.95 -3.69
C 0.25 6.88 -3.36
C 1.22 6.55 -2.42
C 1.23 5.30 -1.83
H -1.49 3.97 -3.35
H -1.50 6.20 -4.41
H 0.25 7.85 -3.83
H 1.98 7.28 -2.16
H 1.99 5.05 -1.10
O -1.68 0.04 -0.80
C -2.49 0.00 -1.78
C -3.31 1.19 -2.15
C -4.80 0.96 -1.82
C -5.55 0.18 -2.90
C -5.06 -1.26 -3.10
C -3.59 -1.35 -3.53
N -2.66 -1.13 -2.42
H -3.20 1.38 -3.22
H -2.90 2.04 -1.61
H -5.28 1.93 -1.69
H -4.89 0.42 -0.87
H -5.47 0.72 -3.85
H -6.61 0.15 -2.64
H -5.66 -1.74 -3.87
H -5.20 -1.83 -2.18
H -3.39 -0.62 -4.31
H -3.38 -2.33 -3.93
H -2.15 -1.93 -2.05
N 1.15 0.19 -3.00
C 1.31 -0.44 -4.17
C 0.95 -1.76 -3.97
C 0.57 -1.83 -2.62
N 0.70 -0.64 -2.04
H 1.25 1.17 -2.77
H 1.66 0.07 -5.05
H 0.95 -2.56 -4.69
H 0.22 -2.67 -2.05
Cl 0.68 -5.67 5.88
C 0.51 -4.85 4.38
C 0.98 -3.55 4.25
C 0.82 -2.88 3.05
C 0.19 -3.51 1.98
C -0.25 -4.82 2.11
C -0.10 -5.49 3.30
C -0.07 -2.79 0.71
O -0.63 -3.29 -0.23
O 0.32 -1.51 0.70
H 1.47 -3.07 5.09
H 1.17 -1.86 2.94
H -0.73 -5.30 1.26
H -0.45 -6.51 3.42
I -4.65 -4.86 1.49
C -3.50 -3.24 2.04
C -2.90 -3.01 3.25
N -2.24 -1.85 3.12
N -2.35 -1.31 1.89
C -3.13 -2.15 1.23
H -2.91 -3.58 4.17
H -1.66 -1.40 3.81
H -3.40 -1.97 0.20
*
```